C3H5N2O | wB97M-V/def2-TZVPD

Its total charge is +1. The relative energy (zero: lowest compared OMol25 entry of this formula, charge and spin) is 135.9 kcal per mole. The calculation puts the HOMO energy at -0.5449 hartree.

Positions of all 11 atoms, in Å:
C (2.651, 0.256, 2.003)
C (0.106, 0.714, 0.170)
C (-1.398, -0.445, -1.387)
N (1.839, -0.501, 1.746)
N (-0.666, 0.379, -0.585)
O (0.886, -1.088, 1.448)
H (3.611, 0.729, 2.046)
H (0.712, 1.380, 0.823)
H (-1.888, 0.221, -2.194)
H (-0.697, -1.273, -1.688)
H (-2.305, -0.884, -1.059)

Atom charges from the natural (NBO) analysis, given in e for atoms 1 to 4: number 1, C, carries -0.0168; number 2, C, carries 0.4569; number 3, C, carries -0.4951; number 4, N, carries 0.2042


C4H9NO2 | wB97M-V/def2-TZVPD

Its total charge is 0. The relative energy (zero: lowest compared OMol25 entry of this formula, charge and spin) is 40.4 kcal per mole. The calculation puts the HOMO energy at -0.3051 hartree.

Positions of all 16 atoms, in Å:
C (-1.786, -0.183, -0.844)
C (-0.401, 0.371, -1.188)
O (-0.241, 1.670, -0.701)
C (0.317, -0.934, 1.475)
C (1.071, -0.454, 0.478)
O (0.684, -0.486, -0.838)
N (2.329, 0.097, 0.648)
H (-2.010, -0.124, 0.230)
H (-1.860, -1.229, -1.152)
H (-2.548, 0.397, -1.380)
H (-0.280, 0.443, -2.268)
H (-0.598, 1.719, 0.197)
H (0.643, -0.763, 2.492)
H (-0.506, -1.599, 1.257)
H (2.592, 0.805, -0.018)
H (2.592, 0.270, 1.612)

Atom charges from the natural (NBO) analysis, given in e for atoms 1 to 4: number 1, C, carries -0.6685; number 2, C, carries 0.3802; number 3, O, carries -0.7130; number 4, C, carries -0.6285


C6H28O9 | wB97M-V/def2-TZVPD

Its total charge is 0. The relative energy (zero: lowest compared OMol25 entry of this formula, charge and spin) is 114.1 kcal per mole. The calculation puts the HOMO energy at -0.3408 hartree.

Positions of all 43 atoms, in Å:
C (-2.507, 0.866, -1.483)
C (-2.096, 0.130, -0.165)
C (-1.542, -1.339, -0.403)
C (-1.456, -1.761, -1.684)
C (-2.620, -2.817, 1.408)
C (-1.613, -2.320, 0.661)
H (-3.423, 0.387, -1.839)
H (-1.630, 0.638, -2.157)
H (-2.713, 1.887, -1.317)
H (-2.983, -0.016, 0.423)
H (-1.380, 0.827, 0.423)
H (-1.558, -2.816, -1.998)
H (-1.727, -1.111, -2.453)
H (-2.561, -3.585, 2.143)
H (-3.679, -2.572, 1.257)
H (-0.601, -2.630, 0.864)
H (0.580, 0.117, 0.571)
H (1.718, 0.507, 1.345)
O (1.353, 0.544, 0.386)
H (3.494, 0.630, -0.022)
H (3.263, 1.795, 0.793)
O (3.870, 1.536, 0.080)
H (1.642, 4.152, -0.063)
H (0.602, 3.186, -0.117)
O (0.935, 3.999, -0.596)
H (1.158, -1.345, -1.477)
H (2.310, -1.966, -0.623)
O (1.523, -2.123, -1.058)
H (3.471, -0.778, 3.338)
H (2.537, -0.942, 2.240)
O (2.601, -1.039, 3.163)
H (-1.419, 4.121, 1.894)
H (-0.320, 3.442, 2.532)
O (-0.956, 3.333, 1.741)
H (1.131, 0.535, 3.626)
H (-0.285, 1.119, 4.080)
O (0.538, 1.278, 3.694)
H (1.064, -3.316, -2.672)
H (1.096, -2.525, -4.144)
O (0.955, -3.284, -3.554)
H (0.343, 0.495, -3.426)
H (0.134, 1.708, -2.556)
O (0.752, 1.056, -2.853)

Atom charges from the natural (NBO) analysis, given in e for atoms 1 to 4: number 1, C, carries -0.6139; number 2, C, carries -0.4178; number 3, C, carries -0.0380; number 4, C, carries -0.3986


C2H3BO3 | wB97M-V/def2-TZVPD

Its total charge is 0. The relative energy (zero: lowest compared OMol25 entry of this formula, charge and spin) is 114.1 kcal per mole. The calculation puts the HOMO energy at -0.2616 hartree.

Positions of all 9 atoms, in Å:
B (1.592, 0.021, -0.174)
C (-1.762, -0.236, 0.000)
C (-0.825, 0.790, 0.149)
O (-1.665, -1.461, -0.176)
O (0.526, 0.633, -0.044)
O (2.737, -0.563, 0.019)
H (-2.808, 0.309, 0.203)
H (-0.917, 1.832, 0.465)
H (3.123, -1.326, -0.442)

Atom charges from the natural (NBO) analysis, given in e for atoms 1 to 4: number 1, B, carries 1.3712; number 2, C, carries 0.2760; number 3, C, carries -0.2604; number 4, O, carries -0.6952


C51H121N7O10 | wB97M-V/def2-TZVPD

Its total charge is 0. The relative energy (zero: lowest compared OMol25 entry of this formula, charge and spin) is 83.3 kcal per mole. The calculation puts the HOMO energy at -0.2963 hartree.

Positions of all 189 atoms, in Å:
C (0.867, 4.065, 0.622)
O (1.843, 3.282, -0.003)
H (0.502, 4.836, -0.057)
H (-0.044, 3.514, 0.856)
H (1.193, 4.632, 1.494)
H (1.868, 2.382, 0.330)
C (3.754, -2.024, 2.909)
O (2.571, -2.747, 3.155)
H (3.931, -1.350, 3.747)
H (4.634, -2.634, 2.701)
H (3.661, -1.452, 1.986)
H (1.976, -2.158, 3.624)
C (2.463, 2.951, 4.292)
O (2.563, 3.849, 3.215)
H (2.262, 1.917, 4.011)
H (3.339, 2.928, 4.940)
H (1.611, 3.134, 4.946)
H (3.435, 3.687, 2.848)
C (5.110, 1.427, 1.272)
C (5.702, 2.761, 1.736)
C (5.300, 3.940, 0.901)
O (5.966, 5.055, 1.451)
C (5.117, 6.208, 1.378)
N (5.408, 3.027, 3.129)
H (4.046, 1.420, 1.507)
H (5.651, 0.601, 1.733)
H (5.147, 1.327, 0.187)
H (6.789, 2.708, 1.678)
H (4.216, 4.056, 0.891)
H (5.666, 3.789, -0.115)
H (5.629, 7.115, 1.698)
H (4.283, 6.104, 2.072)
H (4.743, 6.318, 0.359)
H (5.903, 3.891, 3.298)
H (5.647, 2.334, 3.823)
C (-0.352, -2.263, 8.241)
C (-1.203, -3.185, 7.390)
C (-0.390, -4.357, 6.762)
O (0.443, -4.027, 5.674)
C (1.044, -5.107, 5.020)
N (-2.184, -3.790, 8.316)
H (-0.970, -1.440, 8.599)
H (0.382, -1.778, 7.596)
H (0.091, -2.714, 9.128)
H (-1.767, -2.593, 6.670)
H (-1.176, -5.053, 6.470)
H (0.116, -4.934, 7.536)
H (1.878, -4.699, 4.449)
H (0.318, -5.662, 4.426)
H (1.497, -5.703, 5.812)
H (-2.936, -4.217, 7.794)
H (-2.641, -3.012, 8.770)
C (7.793, -2.389, -1.150)
C (6.660, -2.018, -0.195)
C (5.205, -2.136, -0.788)
O (4.959, -0.977, -1.587)
C (3.585, -0.659, -1.910)
N (6.869, -2.759, 1.051)
H (7.521, -3.277, -1.721)
H (8.745, -2.615, -0.670)
H (8.018, -1.549, -1.806)
H (6.794, -0.971, 0.075)
H (4.478, -2.197, 0.023)
H (5.080, -3.045, -1.376)
H (3.192, 0.118, -1.256)
H (2.936, -1.529, -2.008)
H (3.538, -0.245, -2.917)
H (7.061, -3.711, 0.775)
H (6.112, -2.787, 1.719)
C (-1.526, -8.190, -0.047)
C (-1.585, -6.743, -0.434)
C (-2.254, -5.918, 0.658)
C (-1.430, -5.453, 1.787)
C (-0.156, -4.722, 1.252)
C (0.697, -5.494, 0.197)
N (-0.277, -6.104, -0.800)
O (0.341, -6.713, -1.842)
C (1.547, -4.400, -0.564)
C (1.626, -6.545, 0.859)
C (-2.473, -6.585, -1.761)
H (-0.838, -8.763, -0.669)
H (-2.531, -8.591, -0.180)
H (-1.245, -8.345, 0.995)
H (-2.554, -4.949, 0.259)
H (-3.164, -6.278, 1.138)
H (-1.031, -6.319, 2.315)
H (-1.907, -4.863, 2.570)
H (0.467, -4.378, 2.077)
H (-0.480, -3.801, 0.767)
H (0.916, -3.735, -1.154)
H (2.141, -3.720, 0.047)
H (2.220, -4.985, -1.190)
H (2.477, -6.004, 1.275)
H (1.138, -7.146, 1.625)
H (1.946, -7.205, 0.052)
H (-3.466, -7.000, -1.584)
H (-2.049, -7.048, -2.651)
H (-2.605, -5.530, -2.002)
H (0.657, -7.528, -1.445)
C (-4.141, 4.271, -0.666)
C (-4.147, 5.616, -1.445)
C (-3.172, 5.652, -2.661)
C (-3.713, 4.898, -3.843)
C (-4.964, 5.618, -4.225)
C (-6.094, 5.695, -3.189)
N (-5.451, 6.086, -1.906)
O (-6.360, 6.306, -0.924)
C (-6.923, 6.927, -3.604)
C (-6.833, 4.294, -3.077)
C (-3.567, 6.688, -0.456)
H (-4.574, 3.393, -1.146)
H (-4.852, 4.437, 0.143)
H (-3.195, 3.953, -0.228)
H (-2.953, 6.689, -2.917)
H (-2.235, 5.171, -2.379)
H (-3.877, 3.863, -3.543)
H (-2.958, 4.892, -4.629)
H (-5.378, 4.948, -4.980)
H (-4.780, 6.589, -4.684)
H (-6.246, 7.780, -3.632)
H (-7.310, 6.836, -4.618)
H (-7.782, 7.056, -2.945)
H (-7.181, 3.888, -4.027)
H (-6.202, 3.478, -2.726)
H (-7.643, 4.363, -2.350)
H (-3.522, 7.617, -1.026)
H (-2.565, 6.459, -0.096)
H (-4.274, 6.734, 0.372)
H (-6.264, 7.261, -0.894)
C (-2.142, 0.945, -0.341)
C (-1.558, -0.435, 0.066)
C (0.016, -0.427, -0.155)
C (0.781, 0.202, 1.014)
C (0.417, -0.482, 2.292)
C (-1.065, -0.364, 2.724)
N (-1.852, -0.782, 1.497)
O (-3.221, -0.756, 1.747)
C (-1.307, -1.454, 3.700)
C (-1.283, 1.087, 3.243)
C (-2.104, -1.548, -0.855)
H (-2.409, 0.907, -1.397)
H (-1.639, 1.869, -0.057)
H (-3.141, 0.989, 0.092)
H (0.345, -1.440, -0.383)
H (0.266, 0.145, -1.048)
H (0.692, 1.288, 1.061)
H (1.854, 0.188, 0.821)
H (1.018, -0.067, 3.101)
H (0.750, -1.514, 2.187)
H (-0.720, -1.295, 4.605)
H (-2.327, -1.491, 4.082)
H (-1.071, -2.488, 3.449)
H (-2.331, 1.375, 3.167)
H (-0.956, 1.113, 4.283)
H (-0.821, 1.880, 2.655)
H (-1.722, -2.496, -0.477)
H (-1.662, -1.437, -1.845)
H (-3.192, -1.535, -0.790)
H (-3.434, -1.659, 1.500)
C (-2.777, -0.689, -4.351)
C (-1.723, 0.150, -5.160)
C (-2.484, 1.466, -5.638)
C (-1.673, 2.634, -6.020)
C (-0.731, 2.973, -4.862)
C (0.145, 1.746, -4.356)
N (-0.709, 0.567, -4.138)
O (0.032, -0.549, -3.735)
C (1.329, 1.459, -5.382)
C (0.714, 2.109, -2.922)
C (-1.158, -0.618, -6.341)
H (-2.235, -1.590, -4.064)
H (-3.554, -1.021, -5.040)
H (-3.258, -0.094, -3.575)
H (-3.130, 1.266, -6.492)
H (-3.223, 1.784, -4.903)
H (-2.417, 3.402, -6.234)
H (-1.012, 2.493, -6.876)
H (-1.164, 3.337, -3.931)
H (-0.057, 3.767, -5.181)
H (0.903, 1.219, -6.356)
H (2.115, 2.210, -5.305)
H (1.943, 0.589, -5.148)
H (1.365, 1.332, -2.522)
H (1.292, 3.033, -2.886)
H (-0.111, 2.236, -2.222)
H (-0.909, -0.060, -7.243)
H (-1.845, -1.393, -6.680)
H (-0.243, -1.165, -6.112)
H (-0.505, -0.930, -3.037)

Atom charges from the Mulliken analysis, given in e for atoms 1 to 4: number 1, C, carries -0.4188; number 2, O, carries -0.3696; number 3, H, carries 0.4139; number 4, H, carries -0.1018


C5H13NO2 | wB97M-V/def2-TZVPD

Its total charge is 0. The relative energy (zero: lowest compared OMol25 entry of this formula, charge and spin) is 65.4 kcal per mole. The calculation puts the HOMO energy at -0.3384 hartree.

Positions of all 21 atoms, in Å:
O (-1.643, 1.413, -2.196)
C (-1.360, 0.580, -1.344)
C (-0.043, -0.166, -1.277)
C (0.219, -0.729, 0.060)
C (1.687, -0.455, 0.581)
C (1.944, -1.388, 1.708)
N (3.349, -1.647, 2.014)
H (-2.007, 0.451, -0.541)
H (0.811, 0.366, -1.670)
H (-0.160, -0.981, -2.100)
H (-0.614, -0.302, 0.708)
H (0.045, -1.809, 0.116)
H (2.320, -0.662, -0.342)
H (1.735, 0.696, 0.925)
H (1.303, -1.108, 2.696)
H (1.538, -2.342, 1.383)
H (3.782, -1.726, 1.139)
H (3.816, -1.166, 2.672)
H (-6.097, 3.016, -1.475)
H (-4.921, 4.091, -1.799)
O (-5.706, 3.867, -1.259)

Atom charges from the natural (NBO) analysis, given in e for atoms 1 to 4: number 1, O, carries -0.5208; number 2, C, carries 0.4432; number 3, C, carries -0.5305; number 4, C, carries -0.4054


C23H47I2OS | wB97M-V/def2-TZVPD

Its total charge is -1. The calculation puts the HOMO energy at -0.1159 hartree.

Positions of all 74 atoms, in Å:
C (-5.574, -6.329, -5.985)
O (-4.495, -5.463, -6.241)
C (-3.422, -5.638, -5.325)
C (-3.589, -4.841, -4.028)
C (-2.684, -3.602, -3.893)
C (-3.465, -2.300, -3.724)
C (-4.175, -2.191, -2.374)
C (-3.225, -1.843, -1.221)
C (-3.825, -2.058, 0.152)
S (-4.395, -0.510, 0.897)
C (-3.088, -2.773, 1.081)
I (-0.890, -2.014, 1.429)
C (-3.335, -3.798, 1.894)
C (-2.459, -4.426, 2.944)
I (-5.223, -4.702, 1.748)
H (-5.818, -6.371, -4.919)
H (-6.443, -5.954, -6.522)
H (-5.350, -7.346, -6.332)
H (-2.526, -5.318, -5.860)
H (-3.305, -6.707, -5.111)
H (-3.390, -5.516, -3.193)
H (-4.639, -4.551, -3.943)
H (-2.008, -3.727, -3.046)
H (-2.049, -3.528, -4.781)
H (-4.173, -2.193, -4.552)
H (-2.770, -1.457, -3.805)
H (-4.693, -3.122, -2.131)
H (-4.924, -1.397, -2.440)
H (-2.921, -0.798, -1.344)
H (-2.318, -2.454, -1.305)
H (-3.478, -0.409, 1.880)
H (-2.966, -5.254, 3.435)
H (-1.542, -4.808, 2.493)
H (-2.168, -3.700, 3.703)
C (-1.118, 3.256, 0.588)
C (-0.783, 2.198, 1.634)
C (-0.992, 2.669, 3.071)
C (-0.118, 3.853, 3.492)
C (1.382, 3.612, 3.331)
C (1.913, 2.461, 4.179)
H (-0.478, 4.138, 0.675)
H (-0.993, 2.857, -0.419)
H (-2.156, 3.581, 0.687)
H (0.248, 1.858, 1.496)
H (-1.409, 1.320, 1.467)
H (-0.817, 1.825, 3.744)
H (-2.043, 2.944, 3.206)
H (-0.330, 4.097, 4.539)
H (-0.397, 4.740, 2.916)
H (1.916, 4.529, 3.601)
H (1.613, 3.423, 2.279)
H (1.716, 2.636, 5.240)
H (2.991, 2.344, 4.055)
H (1.448, 1.513, 3.904)
C (8.042, 2.211, 0.228)
C (7.473, 3.622, 0.344)
C (6.699, 3.863, 1.639)
C (5.469, 2.972, 1.825)
C (4.434, 3.065, 0.705)
C (3.836, 4.459, 0.549)
H (7.253, 1.458, 0.221)
H (8.616, 2.091, -0.692)
H (8.707, 1.991, 1.066)
H (6.831, 3.828, -0.517)
H (8.293, 4.344, 0.289)
H (6.400, 4.913, 1.682)
H (7.374, 3.708, 2.488)
H (4.988, 3.239, 2.772)
H (5.783, 1.930, 1.934)
H (3.631, 2.355, 0.918)
H (4.875, 2.744, -0.243)
H (3.369, 4.778, 1.482)
H (3.071, 4.470, -0.229)
H (4.587, 5.204, 0.277)

Atom charges from the Mulliken analysis, given in e for atoms 1 to 4: number 1, C, carries -0.7180; number 2, O, carries -0.3785; number 3, C, carries -0.5860; number 4, C, carries -0.5312


CFNO3 | wB97M-V/def2-TZVPD

Its total charge is 0. The relative energy (zero: lowest compared OMol25 entry of this formula, charge and spin) is 40.6 kcal per mole. The calculation puts the HOMO energy (spin up / spin down) at -0.4222 / -0.3917 hartree.

Positions of all 6 atoms, in Å:
C (1.982, -0.126, -0.251)
N (-1.923, 0.552, 1.355)
O (-2.230, 0.930, 0.374)
O (2.820, -0.850, -0.615)
O (1.127, 0.535, 0.129)
F (-2.639, -0.340, -0.767)

Atom charges from the natural (NBO) analysis, given in e for atoms 1 to 4: number 1, C, carries 1.0318; number 2, N, carries 0.3929; number 3, O, carries 0.1389; number 4, O, carries -0.5088